11
Properties=species:S:1:pos:R:3:lowdin_charge:R:1 method="wB97M-V/def2-TZVPD" gap_ev="8.323 / 8.324" e_lumo_ev="0.46 / 0.46" e_tot_ev=-7660.16416 homo_ev="-7.862 / -7.862" relative_energy_kcal_mol=52.8
N 0.167 1.298 -0.549 0.04
N 1.750 -0.417 -1.226 0.09
N -0.895 1.111 0.242 -0.04
C 0.035 -0.913 0.366 -0.10
C 0.782 0.047 -0.542 -0.49
C -1.109 -0.055 0.795 -0.06
H -0.107 -1.764 -0.303 0.12
H 2.189 0.297 -1.796 0.03
H -1.507 1.916 0.352 0.17
H 0.637 -1.287 1.202 0.12
H -1.942 -0.233 1.460 0.11



11
Properties=species:S:1:pos:R:3:lowdin_charge:R:1 method="wB97M-V/def2-TZVPD" gap_ev="8.036 / 8.036" e_lumo_ev="0.70 / 0.70" e_tot_ev=-7657.86813 homo_ev="-7.339 / -7.339" relative_energy_kcal_mol=105.8
N -1.614 0.687 -0.428 0.03
N -0.022 -1.155 1.050 0.10
N 1.859 -0.034 -0.052 0.08
C -0.950 -1.232 0.257 0.00
C -0.369 1.025 -0.152 -0.25
C 0.502 -0.003 0.197 -0.40
H -1.653 -1.980 -0.084 0.10
H -0.002 2.052 -0.187 0.12
H -2.260 1.451 -0.193 0.05
H 2.139 -0.186 -1.011 0.09
H 2.391 -0.606 0.592 0.09



11
Properties=species:S:1:pos:R:3:lowdin_charge:R:1 method="wB97M-V/def2-TZVPD" gap_ev=9.706 e_lumo_ev=0.62 e_tot_ev=-7660.73124 homo_ev=-9.090 relative_energy_kcal_mol=39.8
N -0.495 0.063 0.411 0.02
N -0.528 2.924 -1.163 0.14
N 1.530 0.082 -0.780 0.14
C -0.070 1.913 -0.839 -0.14
C 0.338 0.584 -0.353 -0.47
C -1.042 -1.115 0.975 -0.13
H 2.199 0.572 -1.355 0.11
H 1.713 -0.796 -0.322 0.10
H -0.514 -1.495 1.858 0.08
H -1.141 -1.933 0.248 0.08
H -2.047 -0.820 1.288 0.07



11
Properties=species:S:1:pos:R:3:lowdin_charge:R:1 method="wB97M-V/def2-TZVPD" gap_ev=8.466 e_lumo_ev=0.20 e_tot_ev=-7658.61864 homo_ev=-8.270 relative_energy_kcal_mol=88.5
N 0.301 -0.592 -0.285 0.05
N 1.445 -0.206 3.135 0.13
N -0.598 1.335 0.785 0.09
C 0.137 0.393 0.971 -0.54
C -0.715 0.210 -1.349 -0.02
C 0.893 -0.003 2.136 -0.21
H 1.301 -0.671 -0.553 0.14
H -0.605 -0.430 -2.206 0.05
H 0.045 -1.563 -0.021 0.14
H -1.770 0.273 -1.023 0.08
H -0.433 1.253 -1.589 0.08



11
Properties=species:S:1:pos:R:3:lowdin_charge:R:1 method="wB97M-V/def2-TZVPD" gap_ev=9.500 e_lumo_ev=0.98 e_tot_ev=-7659.27898 homo_ev=-8.525 relative_energy_kcal_mol=73.3
N 1.569 -0.386 -0.053 -0.09
N 0.350 -1.123 0.168 0.06
N -1.861 -0.402 0.294 0.13
C 1.381 1.101 -0.312 -0.06
C 0.034 1.154 -0.157 -0.15
C -0.536 -0.161 0.099 -0.46
H -2.509 0.271 -0.084 0.10
H 2.167 -0.298 0.777 0.14
H -2.161 -1.365 0.248 0.10
H 2.129 -0.849 -0.767 0.15
H -0.562 2.058 -0.213 0.07



11
Properties=species:S:1:pos:R:3:lowdin_charge:R:1 method="wB97M-V/def2-TZVPD" gap_ev=9.356 e_lumo_ev=0.54 e_tot_ev=-7658.03664 homo_ev=-8.820 relative_energy_kcal_mol=101.9
N 1.993 -0.904 -0.423 0.08
N 1.990 1.446 -0.041 0.05
N 0.772 -0.921 -0.163 -0.11
C -0.221 -0.240 -0.023 -0.16
C 0.822 1.603 0.044 -0.18
C -1.683 -0.486 0.006 -0.06
H -1.913 -1.519 0.280 0.08
H 2.522 -1.154 0.417 0.08
H -2.169 0.187 0.717 0.07
H -0.007 2.276 0.172 0.07
H -2.106 -0.287 -0.985 0.08